Molecular formula: C30H46BrMnN3P2
Method: DFT, ωB97M-V with the def2-TZVPD basis set

As for the spin multiplicity: 6. The total charge is +2. The frontier orbital gap (alpha / beta) comes out at 4.32 / 5.07 eV. The calculation puts the molecular weight at 645.5 u. As for the relative energy (zero: lowest compared OMol25 entry of this formula, charge and spin): 0.00 kcal per mole.

Structure (XYZ):
```
83
Properties=species:S:1:pos:R:3:forces:R:3:mulliken_spin:R:1
N 4.5019 -7.1326 0.0211 0.28 0.37 0.09 0.0915
C 4.7444 -6.1580 0.9040 -0.81 0.44 -0.82 -0.0390
C 4.2234 -4.8614 0.7686 -0.44 0.30 0.03 0.0998
C 3.3471 -4.5526 -0.3076 0.49 -0.90 -0.77 0.0178
C 3.1283 -5.6102 -1.2362 -0.72 0.13 0.10 0.0999
C 3.7419 -6.8508 -1.0378 -0.35 0.45 -0.03 -0.0399
C 2.5821 -3.3037 -0.3067 -0.41 -0.69 0.68 0.2743
Mn 0.8465 -1.3344 -0.7516 -0.98 1.74 0.64 4.4655
P -3.5704 0.2147 -0.0885 -1.61 0.85 -0.28 -0.0054
C 1.1738 -3.3187 -0.6817 0.52 -1.57 -0.20 -0.1584
C 0.0210 -3.6279 0.2650 0.27 0.45 -0.16 0.0445
C -1.1502 -4.2469 -0.2335 -0.93 0.44 -0.64 -0.0328
C -2.2220 -4.6200 0.6016 0.12 0.38 0.03 0.0376
C -2.1715 -4.2884 1.9704 0.82 0.69 -1.32 -0.0666
C -1.0306 -3.6533 2.4605 0.81 -0.08 0.30 0.0250
C 0.0832 -3.3681 1.6451 -1.00 0.24 0.36 -0.0700
Br -3.7243 -4.3203 2.9786 -0.18 -0.35 0.32 -0.0160
H 3.0622 -2.4377 0.1636 -0.27 -0.35 0.66 -0.0212
H 1.0666 -3.8034 -1.6575 -0.29 -0.52 0.37 0.0823
H 4.3380 -4.1472 1.5877 0.27 -0.12 -0.35 0.0024
H 2.3732 -5.5207 -2.0450 0.84 0.04 0.47 0.0062
H 5.3343 -6.4182 1.7644 0.18 -0.04 0.19 0.0000
H 3.5619 -7.6651 -1.7460 0.09 0.27 0.26 -0.0004
H -1.2873 -4.2300 -1.3369 0.11 -0.62 0.87 -0.0183
H 0.9285 -2.8226 2.0599 0.03 -0.45 0.09 -0.0230
H -3.1852 -5.0429 0.2636 0.91 0.22 -0.32 -0.0009
H -1.0200 -3.4202 3.5257 0.19 0.13 -0.30 -0.0005
P 0.4419 -0.0920 -2.8468 -0.63 -0.71 0.21 0.0897
C -4.1559 -0.6615 1.3882 0.09 -0.51 0.48 -0.0027
C -5.6611 -0.8330 1.5465 -0.17 -0.07 0.46 -0.0003
H -3.7483 -0.1186 2.2489 -0.20 -0.15 -0.02 0.0002
H -3.6725 -1.6469 1.3539 -0.03 0.01 0.40 0.0004
H -5.8610 -1.2831 2.5321 -0.05 0.16 -0.31 0.0003
H -6.1764 0.1316 1.5046 0.06 -0.16 -0.03 -0.0001
H -6.1057 -1.4978 0.8030 0.11 0.11 -0.08 0.0001
C -3.2119 -1.2122 -1.1724 0.54 -0.20 0.02 -0.0789
C -4.3492 -1.4723 -2.1732 0.10 -0.35 -0.38 0.0027
H -3.0382 -2.0870 -0.5314 0.09 -0.06 -0.31 -0.0128
H -2.2806 -0.9829 -1.7074 -0.02 -0.18 -0.07 0.0665
H -4.1065 -2.3499 -2.7974 -0.11 0.22 0.23 -0.0004
H -5.3184 -1.6770 -1.7001 0.33 0.10 0.07 0.0007
H -4.5018 -0.6332 -2.8611 0.08 -0.01 0.25 0.0000
C -2.0925 1.0803 0.5878 0.50 -0.23 -0.05 -0.0706
C -2.2824 2.5709 0.2558 0.22 0.54 -0.24 0.0006
H -1.1507 0.6885 0.1793 -0.18 0.12 -0.02 0.0721
H -2.0491 0.9357 1.6815 0.04 -0.06 -0.45 0.0017
H -1.3967 3.0278 -0.2214 -0.23 -0.17 0.29 -0.0009
H -3.1249 2.6879 -0.4457 0.37 0.12 0.32 0.0004
H -2.5160 3.1488 1.1596 0.06 -0.09 -0.29 0.0000
C 0.4385 1.6743 -3.2610 -0.09 0.51 0.33 0.0042
C 1.3526 1.9792 -4.4393 0.27 0.18 -0.40 0.0020
H 0.7309 2.2507 -2.3752 -0.07 -0.02 -0.24 0.0028
H -0.5970 1.9836 -3.4703 0.19 -0.30 0.08 -0.0004
H 2.4032 2.0030 -4.1412 -0.21 0.13 -0.01 -0.0001
H 1.2783 1.2307 -5.2319 -0.15 0.08 -0.02 0.0002
H 1.1012 2.9448 -4.8860 0.06 -0.12 0.11 0.0004
C -0.7129 -0.8434 -4.0912 0.10 0.32 -0.18 -0.0355
C -0.5391 -2.3489 -4.3290 0.16 -0.05 -0.06 0.0351
H -0.5808 -0.2607 -5.0277 -0.02 -0.40 0.40 -0.0022
H -1.7448 -0.6437 -3.7424 0.52 0.06 -0.10 0.0042
H 0.4992 -2.6153 -4.5878 -0.40 0.11 0.00 0.0001
H -0.8235 -2.9370 -3.4407 0.01 0.20 -0.23 -0.0053
H -1.1869 -2.6568 -5.1648 0.26 0.03 0.36 -0.0003
C 2.1330 -0.7321 -3.2130 -0.23 0.17 -1.17 0.0432
C 3.3709 0.0261 -2.7149 0.50 0.05 0.48 0.0200
H 2.1182 -0.7304 -4.3192 0.44 -0.55 0.39 0.0118
H 2.1740 -1.7744 -2.8420 -0.07 0.24 -0.52 -0.0503
H 4.0966 -0.7176 -2.3536 -0.08 0.32 -0.13 -0.0007
H 3.8619 0.5826 -3.5235 -0.21 -0.18 0.29 0.0008
H 3.2082 0.7295 -1.8767 -0.05 -0.34 -0.46 -0.0057
N 2.7747 3.0064 3.3521 -0.48 -0.56 -0.50 0.0068
C 2.1318 2.1488 2.5062 0.79 0.29 0.69 0.0043
C 2.2344 2.3562 1.1179 -0.28 -0.40 -0.83 0.0076
C 1.7356 1.3996 0.2502 0.27 -0.40 1.01 0.0780
N 1.2541 0.1752 0.6794 -0.62 1.05 -0.11 0.0103
C 0.9450 0.0882 2.0089 0.74 0.41 -0.27 0.0628
C 1.3675 1.0235 2.9278 0.06 0.15 -0.26 -0.0075
H 3.3855 3.7339 3.0038 -0.29 -0.21 -0.15 -0.0003
H 2.7970 2.8965 4.3512 -0.25 -0.24 0.01 -0.0004
H 2.7408 3.2462 0.7325 -0.40 -0.28 0.06 0.0002
H 1.7014 1.6103 -0.8205 0.31 -0.35 0.44 -0.0014
H 0.3357 -0.7680 2.3118 0.40 0.28 -0.02 -0.0079
H 1.1418 0.8793 3.9690 -0.08 0.00 0.22 0.0001
```
Forces are in eV/Å.